{
  "formula": "C47H103N9O7",
  "method": "ωB97M-V/def2-TZVPD",
  "multiplicity": 1,
  "e_homo_ev": -7.499,
  "e_above_lowest_kcal_mol": 167.2,
  "charge": 0,
  "e_lumo_ev": 0.37,
  "orbital_gap_ha": 0.2891,
  "species": ["C", "C", "C", "C", "C", "C", "N", "O", "C", "C", "C", "H", "H", "H", "H", "H", "H", "H", "H", "H", "H", "H", "H", "H", "H", "H", "H", "H", "H", "H", "C", "C", "C", "C", "C", "C", "N", "O", "C", "C", "C", "H", "H", "H", "H", "H", "H", "H", "H", "H", "H", "H", "H", "H", "H", "H", "H", "H", "H", "H", "C", "C", "C", "C", "C", "C", "N", "O", "C", "C", "C", "H", "H", "H", "H", "H", "H", "H", "H", "H", "H", "H", "H", "H", "H", "H", "H", "H", "H", "H", "C", "C", "C", "C", "C", "C", "N", "O", "C", "C", "C", "H", "H", "H", "H", "H", "H", "H", "H", "H", "H", "H", "H", "H", "H", "H", "H", "H", "H", "H", "C", "C", "C", "C", "C", "C", "N", "O", "C", "C", "C", "H", "H", "H", "H", "H", "H", "H", "H", "H", "H", "H", "H", "H", "H", "H", "H", "H", "H", "H", "C", "O", "N", "N", "H", "H", "H", "H", "C", "O", "N", "N", "H", "H", "H", "H"],
  "coordinates": [[-6.263, -4.240, 2.867], [-4.803, -4.349, 3.311], [-4.328, -5.737, 2.868], [-2.843, -5.979, 3.004], [-2.049, -4.908, 2.259], [-2.513, -3.466, 2.593], [-3.961, -3.366, 2.625], [-4.436, -2.047, 2.456], [-1.825, -2.914, 3.861], [-1.880, -2.668, 1.439], [-4.702, -4.159, 4.836], [-6.495, -4.614, 1.868], [-6.545, -3.186, 2.795], [-6.871, -4.789, 3.585], [-4.977, -6.469, 3.363], [-4.641, -5.923, 1.835], [-2.582, -6.967, 2.619], [-2.488, -5.935, 4.039], [-2.064, -5.083, 1.182], [-1.028, -5.055, 2.618], [-2.534, -2.286, 4.413], [-1.443, -3.621, 4.602], [-1.022, -2.187, 3.712], [-2.354, -2.807, 0.459], [-2.038, -1.589, 1.574], [-0.807, -2.807, 1.338], [-5.212, -4.908, 5.447], [-5.050, -3.160, 5.105], [-3.669, -4.237, 5.179], [-4.575, -2.063, 1.501], [-2.634, 2.319, -1.183], [-2.069, 1.910, 0.210], [-2.026, 0.365, 0.278], [-0.983, -0.223, -0.678], [0.383, 0.318, -0.337], [0.466, 1.888, -0.284], [-0.727, 2.405, 0.408], [-0.617, 3.818, 0.451], [1.768, 2.140, 0.494], [0.663, 2.355, -1.732], [-3.019, 2.356, 1.290], [-2.442, 3.368, -1.391], [-3.656, 1.945, -1.266], [-2.107, 1.731, -1.936], [-1.700, 0.012, 1.264], [-3.029, -0.023, 0.105], [-1.313, -0.238, -1.715], [-0.954, -1.276, -0.362], [1.056, -0.024, -1.132], [0.837, -0.134, 0.547], [1.668, 1.525, 1.392], [2.611, 1.828, -0.119], [1.922, 3.140, 0.904], [0.968, 3.404, -1.721], [1.436, 1.812, -2.285], [-0.172, 2.196, -2.416], [-3.136, 3.437, 1.179], [-2.533, 2.146, 2.248], [-3.968, 1.827, 1.258], [-0.511, 3.930, 1.408], [2.160, 0.054, -6.599], [3.250, 0.207, -5.590], [4.485, -0.555, -6.109], [5.808, -0.231, -5.398], [6.071, 1.254, -5.324], [4.861, 2.042, -4.825], [3.606, 1.631, -5.443], [2.534, 2.440, -5.045], [4.877, 2.060, -3.294], [5.130, 3.508, -5.314], [2.783, -0.478, -4.292], [1.887, -0.963, -6.868], [2.424, 0.638, -7.492], [1.241, 0.588, -6.329], [4.323, -1.611, -5.879], [4.625, -0.482, -7.190], [6.579, -0.780, -5.940], [5.682, -0.654, -4.396], [6.271, 1.562, -6.358], [6.965, 1.507, -4.755], [3.942, 2.493, -2.925], [4.926, 1.063, -2.850], [5.690, 2.652, -2.877], [6.179, 3.663, -5.037], [4.992, 3.720, -6.370], [4.617, 4.248, -4.696], [2.423, -1.484, -4.525], [1.879, 0.010, -3.919], [3.552, -0.547, -3.524], [2.154, 2.765, -5.869], [4.388, 4.691, 2.634], [5.744, 4.961, 1.988], [6.342, 3.767, 1.276], [5.524, 3.411, 0.014], [5.668, 4.576, -0.962], [5.327, 5.966, -0.415], [5.597, 6.048, 1.009], [5.207, 7.256, 1.615], [6.196, 7.049, -1.100], [3.863, 6.294, -0.738], [6.717, 5.404, 3.115], [3.799, 5.605, 2.621], [4.522, 4.360, 3.668], [3.777, 3.905, 2.185], [7.360, 3.920, 0.902], [6.447, 2.888, 1.918], [4.504, 3.261, 0.377], [5.786, 2.454, -0.438], [4.931, 4.315, -1.728], [6.602, 4.586, -1.528], [5.807, 8.068, -1.053], [7.215, 7.175, -0.710], [6.424, 6.784, -2.138], [3.495, 7.212, -0.287], [3.733, 6.358, -1.821], [3.269, 5.432, -0.416], [6.177, 5.938, 3.896], [7.376, 6.211, 2.771], [7.396, 4.618, 3.439], [5.974, 7.825, 1.478], [-5.654, -3.778, -2.360], [-4.625, -3.644, -1.212], [-5.396, -3.711, 0.104], [-5.746, -5.136, 0.461], [-4.448, -6.016, 0.488], [-3.576, -6.044, -0.779], [-3.552, -4.598, -1.209], [-2.709, -4.462, -2.342], [-2.165, -6.378, -0.360], [-4.095, -7.026, -1.802], [-4.101, -2.203, -1.282], [-5.312, -3.487, -3.356], [-6.669, -3.471, -2.119], [-5.774, -4.847, -2.602], [-4.802, -3.409, 0.977], [-6.292, -3.089, 0.141], [-6.470, -5.544, -0.257], [-6.334, -5.221, 1.377], [-4.941, -6.961, 0.743], [-3.913, -5.750, 1.402], [-2.075, -7.247, 0.293], [-1.407, -6.223, -1.126], [-1.806, -5.625, 0.363], [-3.456, -7.146, -2.672], [-4.139, -7.969, -1.248], [-5.130, -6.799, -2.061], [-3.387, -2.140, -2.102], [-3.551, -2.068, -0.342], [-4.832, -1.398, -1.258], [-1.974, -3.924, -2.027], [-3.682, 0.823, 5.286], [-2.759, 1.309, 5.934], [-3.568, 0.567, 3.938], [-4.847, 0.375, 5.817], [-2.700, 0.702, 3.459], [-4.323, 0.097, 3.478], [-5.042, 0.592, 6.778], [-5.562, 0.011, 5.220], [0.088, 3.085, 4.111], [0.059, 3.911, 3.192], [-0.383, 3.302, 5.361], [0.399, 1.783, 3.818], [-0.890, 4.172, 5.395], [-0.395, 2.611, 6.081], [0.269, 1.404, 2.900], [0.395, 1.182, 4.624]],
  "forces_ev_per_angstrom": [[-0.8, 2.0, 2.2], [0.0, -0.1, 0.5], [-1.9, -0.2, 4.8], [0.1, 0.1, 0.2], [-0.5, 0.2, 1.6], [1.9, 0.0, -0.2], [0.7, -0.6, -0.8], [0.2, -0.4, 0.8], [-0.4, 0.9, 1.3], [-1.2, 1.4, -0.5], [0.3, 0.0, 0.3], [-1.1, 4.7, 5.3], [-0.3, 0.0, 0.7], [-0.2, 0.3, 0.2], [0.4, -0.1, 0.8], [-2.9, 0.1, 6.4], [0.0, -0.1, 0.0], [-0.4, -0.2, 0.1], [-0.6, 1.7, 2.5], [0.2, 0.4, -0.4], [-0.2, -0.2, 0.0], [-0.1, -0.4, -0.3], [0.2, -0.4, -0.6], [0.4, -0.9, 0.4], [0.2, -0.6, 0.5], [0.1, -0.4, 0.3], [-0.4, 0.0, -0.4], [-0.1, 0.0, 0.1], [0.1, 0.1, -0.2], [-0.3, 0.8, -0.1], [0.5, -1.2, 0.2], [-0.5, -0.9, -1.7], [0.8, 0.8, -0.5], [-0.8, -1.4, 1.5], [0.3, 0.7, -1.2], [0.0, -1.8, -0.8], [1.7, -0.3, 1.0], [-0.7, -0.3, 0.0], [-0.9, 0.2, 0.9], [0.1, 0.5, -0.6], [1.0, 0.9, 0.4], [-0.5, 0.1, 0.1], [-0.3, 0.7, 0.0], [0.1, 0.2, -0.1], [-0.2, 0.7, 0.1], [0.0, 0.0, -0.1], [0.4, 0.4, -0.1], [0.1, -0.1, -0.6], [0.1, 0.2, 0.0], [-0.6, 0.0, 0.4], [0.6, -0.1, -0.1], [0.1, -0.1, 0.1], [-0.2, 0.2, -0.6], [-0.3, 0.1, -0.3], [0.4, 0.0, 0.6], [-0.4, 0.4, 0.4], [-0.4, -0.1, 0.3], [-0.2, 0.4, 0.0], [-0.1, 0.1, -0.2], [0.3, 0.5, 0.2], [-1.1, 1.6, -1.2], [0.7, -0.5, 1.0], [0.5, -0.1, 0.3], [-0.8, -0.4, 0.4], [-0.5, -0.6, -1.4], [0.4, 1.8, -0.1], [0.7, -1.2, -1.4], [-0.3, -0.1, 0.6], [-0.9, -0.2, 0.4], [0.6, -0.1, 1.6], [-0.7, 0.0, -0.1], [0.3, -0.1, 0.1], [0.3, -0.5, -0.2], [0.0, -0.4, 0.6], [-0.3, -0.1, -0.3], [-0.3, 0.3, 0.0], [0.3, 0.1, 0.3], [0.5, 0.0, 0.1], [0.0, 0.2, 0.0], [-0.1, 0.0, 0.2], [0.0, 0.1, 0.0], [0.2, -0.1, -0.1], [0.2, 0.0, -0.3], [0.1, 0.2, -0.4], [-0.1, -0.4, -0.1], [-0.4, -0.1, -0.2], [0.3, -0.1, 0.0], [0.3, 0.3, 0.3], [-0.1, 0.1, 0.0], [0.1, 0.1, 0.0], [-0.4, -0.7, 0.5], [0.1, 0.6, 0.1], [0.2, -1.4, -1.3], [0.4, 0.6, 1.3], [-1.1, -0.8, -0.7], [0.0, 1.2, 0.1], [1.4, -0.7, 0.4], [-0.1, 0.0, -0.4], [1.0, 0.1, -0.5], [-0.2, -0.8, -0.2], [0.2, 1.4, -0.7], [0.0, 0.0, 0.2], [-0.1, 0.1, 0.1], [0.1, 0.1, -0.4], [0.1, 0.6, 0.4], [-0.4, 0.2, 0.4], [-0.2, 0.3, -0.5], [0.4, 0.1, 0.0], [0.0, 0.6, -0.2], [0.4, -0.1, 0.6], [-0.5, -0.2, -0.1], [-0.2, -0.6, 0.6], [-0.6, 0.2, -0.2], [0.1, 0.0, 0.2], [0.0, 0.1, 0.0], [-0.3, 0.2, 0.1], [0.0, -0.6, 0.4], [0.1, -0.3, -0.5], [-0.4, -0.2, 0.4], [-0.1, 0.1, 0.2], [0.2, -2.4, -0.9], [-2.3, 1.4, -0.6], [-0.2, -0.8, 1.1], [0.7, -1.7, -4.0], [-0.7, -0.2, -5.2], [-1.0, 1.6, -0.2], [1.4, -0.4, 0.7], [-0.3, 0.1, -0.3], [1.2, 0.8, 0.5], [-0.4, -0.4, 0.5], [1.4, -0.6, 1.0], [0.1, 1.0, 0.3], [0.2, 0.6, -0.1], [-0.1, 0.0, 0.5], [0.2, -0.4, -1.1], [0.0, 0.2, -0.6], [0.4, -0.1, -0.5], [2.1, -4.8, -4.6], [0.9, -0.8, -0.4], [3.5, 0.6, -5.5], [0.0, -0.6, -0.8], [-0.2, -1.0, -0.4], [0.0, -1.4, -2.6], [-0.1, 0.1, -0.1], [0.1, -0.2, -0.3], [0.1, 0.0, -0.3], [-0.2, 0.5, -0.1], [0.0, 0.3, -0.5], [-0.4, -0.3, -0.6], [0.0, -0.1, 0.0], [1.6, -0.4, -0.7], [-0.6, 0.0, 0.0], [-0.6, 0.2, 0.8], [-0.2, 0.2, 0.4], [0.0, 0.0, 0.2], [0.2, -0.2, -0.4], [-0.1, 0.0, -0.1], [-0.2, 0.0, 0.1], [-1.2, -0.8, -2.1], [0.0, 0.3, 1.0], [0.7, 1.3, -0.7], [0.6, -0.2, 1.5], [0.1, -0.1, 0.7], [-0.5, -0.1, 0.1], [0.1, 0.3, -0.2], [-0.1, -0.6, -0.4]],
  "mulliken_charge": [-2.18, 1.43, -0.69, -1.20, -0.84, 2.10, 1.71, -0.36, -1.76, -1.33, -1.77, 0.20, 0.19, 0.55, 0.63, -1.06, 0.49, 0.39, -1.96, 0.77, 0.39, 0.28, 0.41, -0.24, -0.59, 1.09, 0.39, 0.31, 0.34, 0.71, -2.10, 1.99, -0.65, -0.27, -1.89, 1.58, 1.60, -0.63, -1.50, -1.79, -1.46, 0.39, 0.41, 0.36, -0.22, 0.31, 0.50, 0.13, 0.44, 0.40, 0.09, 0.08, 0.49, 0.39, 0.09, 0.15, 0.54, -0.19, 0.28, 0.50, -2.12, 1.95, -1.45, -0.71, -1.31, 1.43, 0.37, -0.40, -1.51, -1.91, -1.65, 0.37, 0.49, 0.40, 0.37, 0.41, 0.39, 0.33, 0.46, 0.41, 0.45, 0.21, 0.41, 0.42, 0.44, 0.35, 0.59, 0.16, 0.35, 0.34, -1.61, 1.65, -1.61, 0.49, -1.27, 1.81, 0.56, -0.47, -1.99, -1.69, -1.80, 0.36, 0.45, 0.05, 0.40, 0.55, -0.74, 0.59, 0.36, 0.28, 0.39, 0.44, 0.39, 0.41, 0.42, 0.16, 0.40, 0.37, 0.38, 0.33, -1.67, 1.98, -0.61, -0.83, 0.30, 1.11, 0.95, -0.62, -1.65, -1.80, -1.60, 0.42, 0.33, 0.28, -1.76, 1.00, 0.69, 0.54, 0.97, -0.83, 0.38, 0.52, 1.55, 0.34, 0.42, 0.35, 0.62, -0.67, 0.56, 0.35, 0.60, -0.65, 0.01, -0.37, -0.18, 0.13, 0.24, 0.16, 0.72, -0.75, -0.43, -0.30, 0.22, 0.15, 0.16, 0.18]
}